Entry from the Open Molecules 2025 dataset: a gas-phase ion, C19H17BBr2N3O6 (charge +1) (ωB97M-V/def2-TZVPD).

Summary:
HOMO energy = -11.078 eV
Lowest unoccupied orbital energy = -5.222 eV
Kohn-Sham gap = 5.86 eV
Max |F| = 4.1 eV/Å
E = -177483.359 eV

The geometry in ORCA input format:
```
! RIJCOSX wB97M-V def2-TZVPD def2/J DEFGRID3
* xyz 1 1
Br 7.12 -1.67 -2.43
Br 6.28 -0.17 1.96
O -3.12 -0.49 -2.95
O -1.16 4.65 -0.59
O 1.40 4.02 2.90
O 1.30 1.79 4.03
O 3.91 -1.73 -0.57
O 5.25 0.06 -0.83
N 0.31 1.98 0.48
N -0.77 2.76 0.87
N -3.02 -1.45 -0.86
C 2.61 1.05 1.10
C -5.06 -2.95 -1.01
C 6.22 -0.53 0.04
C 8.32 -2.07 0.37
C 0.33 1.30 -0.78
C -0.81 3.88 0.21
C 1.52 0.46 -1.16
C -6.50 -3.18 -0.67
C -5.23 -0.59 0.21
C -7.30 -2.18 0.09
C 7.19 -1.38 -0.48
C 3.98 -0.52 -0.54
C -0.85 1.38 -1.82
C 1.38 1.87 1.42
C -2.30 1.06 -1.16
C -2.83 -0.32 -1.78
C -4.47 -1.63 -0.54
C 2.71 0.33 -0.23
C -6.68 -0.86 0.54
B 1.36 2.61 2.88
H -4.42 -3.69 -1.58
H -2.22 0.95 -0.04
H 8.95 -2.69 -0.35
H 0.77 0.98 3.85
H 0.56 4.34 3.33
H -0.70 0.69 -2.71
H -0.93 2.47 -2.16
H -8.37 -2.40 0.35
H 3.43 0.99 1.87
H -4.77 0.39 0.54
H -7.34 -0.13 1.09
H -3.07 1.85 -1.44
H 1.57 -0.07 -2.16
H 7.94 -2.69 1.23
H -6.96 -4.15 -1.02
H -2.60 -1.25 0.06
H 9.01 -1.25 0.76
*
```

Entry from the Open Molecules 2025 dataset: a molecular structure, C19H17Cl5N4O3PbS2 (ωB97M-V/def2-TZVPD).

Summary:
HOMO energy = -8.058 eV
Lowest unoccupied orbital energy = 0.193 eV
Kohn-Sham gap = 8.25 eV
Max |F| = 0.6 eV/Å
E = -121613.363 eV

The geometry in ORCA input format:
```
! RIJCOSX wB97M-V def2-TZVPD def2/J DEFGRID3
* xyz 0 1
Pb -0.37 -2.01 -0.20
Cl -0.01 -2.31 -5.31
Cl 2.70 -2.67 -6.82
Cl 2.61 -2.20 -0.62
Cl 5.38 -2.83 -5.22
Cl 5.31 -2.58 -2.11
S -0.30 2.54 0.29
S -1.15 0.51 2.83
O 0.24 -2.21 -2.46
O -1.48 -0.68 3.57
O -2.19 1.47 2.54
N 0.05 0.24 -0.76
N -2.78 -1.38 -0.58
N 3.29 3.26 5.61
N -0.46 -0.02 1.45
C 1.47 -2.42 -4.44
C 2.25 2.63 4.94
C 1.23 0.61 4.12
C 2.63 -2.36 -2.35
C 3.88 -2.63 -4.40
C 1.15 3.36 4.49
C -3.30 -0.83 -1.61
C 0.10 2.72 3.86
C 0.14 1.35 3.67
C 0.29 1.16 -1.75
C 0.17 2.44 -1.38
C -4.61 -0.10 -1.54
C 3.84 -2.52 -3.01
C -3.52 -1.32 0.69
C -2.60 -0.92 -2.94
C -0.26 0.81 0.41
C 2.28 1.25 4.75
C 1.39 -2.33 -3.02
C 2.68 -2.57 -5.11
H -4.82 0.42 -2.47
H 1.24 -0.46 3.97
H 1.12 4.43 4.65
H -3.03 -0.24 -3.67
H 0.56 0.80 -2.74
H -3.06 -1.99 1.41
H -0.76 3.28 3.51
H -4.59 0.62 -0.72
H -2.69 -1.94 -3.32
H 3.13 0.67 5.10
H -1.53 -0.73 -2.85
H -5.43 -0.79 -1.34
H 3.37 4.26 5.52
H 0.30 3.33 -1.97
H 4.15 2.77 5.70
H -4.56 -1.60 0.56
H -3.48 -0.31 1.11
*
```

Entry from the Open Molecules 2025 dataset: C19H17NO3S in the gas phase (ωB97M-V/def2-TZVPD).

Summary:
HOMO energy = -7.789 eV
Lowest unoccupied orbital energy = 0.699 eV
Kohn-Sham gap = 8.49 eV
Structure (SMILES) = CCOc1ccc(-c2csc([C@H]3COc4ccccc4O3)n2)cc1
Max |F| = 1.1 eV/Å
Energy above the lowest of the compared OMol25 structures with the same formula, charge and spin = 0.000 eV
E = -38446.398 eV

The geometry in ORCA input format:
```
! RIJCOSX wB97M-V def2-TZVPD def2/J DEFGRID3
* xyz 0 1
S -2.47 -0.46 -1.28
O 0.22 -0.68 -3.88
O 2.69 1.24 4.77
O -2.18 0.86 -3.91
N -0.37 0.92 -0.78
C 2.52 0.61 6.03
C -0.67 0.28 0.38
C -1.08 1.21 -3.11
C -0.06 -0.15 2.76
C -0.98 -2.50 -4.83
C 3.63 1.12 6.94
C -0.96 -1.19 -4.37
C 0.75 0.07 3.86
C -2.14 -3.04 -5.34
C 0.17 0.50 1.55
C 1.83 0.95 3.76
C -1.79 -0.51 0.29
C -1.19 0.65 -1.73
C -3.29 -0.98 -4.93
C -2.13 -0.43 -4.40
C -3.29 -2.28 -5.40
C 1.25 1.38 1.47
C 2.06 1.60 2.55
C 0.22 0.72 -3.76
H 3.53 0.65 7.92
H 4.60 0.87 6.52
H -1.08 2.30 -3.06
H -0.89 -0.84 2.86
H 1.08 0.98 -3.14
H 1.54 0.86 6.44
H 2.90 2.28 2.49
H -0.06 -3.07 -4.77
H 0.54 -0.45 4.78
H -4.20 -2.69 -5.82
H 0.32 1.18 -4.75
H 1.43 1.88 0.53
H -2.14 -4.06 -5.69
H 3.56 2.20 7.05
H -2.25 -1.11 1.05
H -4.18 -0.37 -4.95
H 2.59 -0.48 5.91
*
```

Entry from the Open Molecules 2025 dataset: a molecular structure, C19H18AlNOSe (ωB97M-V/def2-TZVPD).

Summary:
HOMO energy = -8.099 eV
Lowest unoccupied orbital energy = 0.154 eV
Kohn-Sham gap = 8.25 eV
Max |F| = 2.6 eV/Å
E = -95474.065 eV

The geometry in ORCA input format:
```
! RIJCOSX wB97M-V def2-TZVPD def2/J DEFGRID3
* xyz 0 1
Se -0.61 0.03 8.11
Al 0.11 -0.03 3.42
O 0.19 -0.42 -1.58
N 0.16 -0.04 5.28
C -1.28 -0.60 -1.76
C -0.13 0.00 6.44
C -1.08 2.45 3.10
C 1.13 -0.15 -6.16
C -0.32 1.06 -4.08
C 0.04 -0.30 -3.99
C 0.73 -0.91 -5.06
C 0.09 1.81 -5.19
C 0.85 1.50 2.19
C 0.35 -2.10 1.20
C 0.28 2.11 3.41
C -1.35 2.08 1.77
C -0.19 1.52 1.20
C 0.95 -1.93 3.41
C 1.45 -1.97 2.07
C 0.83 1.22 -6.22
C -0.21 -1.05 -2.74
C -0.52 -2.02 3.33
C -0.85 -2.16 1.94
H 0.88 2.47 4.25
H 1.70 -0.62 -6.97
H 1.15 1.82 -7.08
H 0.42 -2.25 0.13
H -0.05 1.25 0.16
H -1.83 -2.39 1.56
H 1.91 1.41 1.98
H -1.72 3.04 3.76
H 1.54 -2.10 4.31
H -1.85 0.30 -1.99
H -2.28 2.30 1.23
H 0.96 -1.97 -5.00
H -1.19 -2.26 4.16
H -0.02 -2.13 -2.78
H -0.15 2.88 -5.23
H -0.90 1.54 -3.30
H -1.71 -1.35 -1.09
H 2.50 -2.02 1.80
*
```

Entry from the Open Molecules 2025 dataset: a molecular structure, C19H18CeIN3O4 (ωB97M-V/def2-TZVPD).

Summary:
HOMO energy (spin up / spin down) = -14.949 / -14.949 eV
Lowest unoccupied orbital energy (spin up / spin down) = -9.230 / -9.235 eV
Kohn-Sham gap (spin up / spin down) = 5.72 / 5.71 eV
Max |F| = 7.9 eV/Å
Energy above the lowest of the compared OMol25 structures with the same formula, charge and spin = 0.000 eV
E = -53667.684 eV

The geometry in ORCA input format:
```
! RIJCOSX wB97M-V def2-TZVPD def2/J DEFGRID3
* xyz 2 1
Ce 0.91 1.37 -1.07
I 0.76 3.56 -3.09
O 0.97 -0.30 0.72
O -0.82 0.41 7.62
O -0.20 1.57 0.98
O -0.25 -1.70 7.50
N 0.79 -0.77 -2.44
N -0.53 -0.61 6.96
N -1.46 0.71 -2.01
C -3.90 0.17 -3.27
C 1.84 -2.88 -2.93
C -0.52 -0.46 5.54
C -2.53 1.50 -1.80
C 0.23 0.44 1.46
C 0.65 -3.37 -3.47
C -0.46 -2.54 -3.50
C -0.81 0.82 5.03
C 2.64 2.60 -0.17
C -0.39 -1.25 -2.94
C 3.17 1.40 -1.20
C -0.08 0.05 2.86
C -3.77 1.27 -2.41
C -1.58 -0.37 -2.82
C -0.58 1.07 3.68
C -0.08 -1.51 4.70
C 0.17 -1.25 3.35
C -2.79 -0.66 -3.48
C 1.89 -1.56 -2.49
H -1.16 1.60 5.69
H -1.42 -2.86 -3.92
H 0.55 -2.02 2.69
H 2.74 -3.50 -2.84
H 1.91 3.35 -0.61
H -0.77 2.06 3.26
H 0.59 -4.39 -3.85
H 3.53 3.21 -0.04
H -2.82 -1.53 -4.14
H 2.34 2.23 0.83
H 4.25 1.56 -1.20
H -4.84 -0.05 -3.76
H 2.84 1.56 -2.26
H 2.83 -1.08 -2.17
H -2.35 2.35 -1.13
H 3.03 0.36 -0.83
H -4.59 1.94 -2.19
H 0.07 -2.50 5.13
*
```

Entry from the Open Molecules 2025 dataset: C19H18ClN3O2S in the gas phase (ωB97M-V/def2-TZVPD).

Summary:
HOMO energy = -7.965 eV
Lowest unoccupied orbital energy = 0.606 eV
Kohn-Sham gap = 8.57 eV
Structure (SMILES) = Cc1ccc(NC(=O)c2ccc3nc(N4CCOCC4)sc3c2)c(Cl)c1
Max |F| = 0.9 eV/Å
Energy above the lowest of the compared OMol25 structures with the same formula, charge and spin = 0.500 eV
E = -51919.207 eV

The geometry in ORCA input format:
```
! RIJCOSX wB97M-V def2-TZVPD def2/J DEFGRID3
* xyz 0 1
Cl 2.39 1.06 4.24
S -1.75 -1.23 -2.96
O 2.28 1.87 -0.90
O -4.41 -4.68 -2.37
N 2.11 1.46 1.34
N -3.31 -1.04 -0.88
N -4.32 -2.11 -2.68
C 5.60 3.09 3.01
C -3.90 -4.31 -3.63
C 0.06 0.19 -1.35
C -5.45 -2.54 -1.89
C 4.21 2.68 1.07
C 4.67 2.42 3.79
C -5.64 -4.06 -2.08
C -1.88 0.20 0.68
C 5.35 3.21 1.64
C 6.85 3.65 3.62
C -4.18 -2.82 -3.93
C 0.33 0.78 -0.11
C 3.27 2.00 1.85
C -2.15 -0.42 -0.54
C 1.66 1.43 0.05
C -1.16 -0.41 -1.54
C 3.53 1.89 3.22
C -0.65 0.79 0.88
C -3.28 -1.51 -2.08
H 4.83 2.31 4.85
H 6.70 3.88 4.67
H -0.48 1.29 1.82
H -3.37 -2.39 -4.52
H 6.06 3.73 1.02
H -5.23 -2.30 -0.85
H 7.16 4.55 3.10
H -2.83 -4.51 -3.59
H 0.82 0.21 -2.12
H -5.12 -2.71 -4.48
H -4.35 -4.94 -4.42
H 1.54 0.99 2.04
H -2.65 0.21 1.44
H -6.35 -2.00 -2.21
H -6.36 -4.27 -2.88
H -6.00 -4.52 -1.16
H 7.66 2.92 3.55
H 4.03 2.78 0.01
*
```